1.
{"formula": "C3H6N", "method": "the ωB97M-V functional and the def2-TZVPD basis", "symbols": ["C", "C", "C", "N", "H", "H", "H", "H", "H", "H"], "xyz": [[-1.9885, 0.1701, 1.6393], [0.3402, -0.5301, 0.3514], [-0.9412, -0.0793, 1.0790], [0.5047, 0.3089, -0.8396], [0.1583, -1.4586, -0.1554], [-2.7817, 0.7520, 1.9937], [1.2259, -0.6780, 0.9299], [-0.3860, 0.0780, -1.2607], [1.2138, -0.1481, -1.3860], [0.6744, 1.2908, -0.8811]], "homo_lumo_gap_ev": [6.228, 8.107], "spin_multiplicity": 3, "s_squared": 2.00, "relative_energy_ev": 1.8065, "charge": 1, "e_lumo_ev": [-3.7699, -7.5153]}

---

2.
{"formula": "CHClN4O", "method": "the ωB97M-V functional and the def2-TZVPD basis", "symbols": ["C", "N", "N", "N", "N", "O", "Cl", "H"], "xyz": [[1.4572, 1.5570, 0.1838], [-2.2175, -1.2433, 0.1507], [0.9941, 2.4851, 0.6202], [-1.1073, -1.4858, -0.1456], [0.0128, -1.6870, -0.0623], [1.9931, 0.5705, -0.3693], [-3.1111, 0.0697, -0.4150], [1.9787, -0.2663, 0.0375]], "homo_lumo_gap_ev": 9.507, "relative_energy_ev": 1.7058, "e_lumo_ev": -0.8173}

---

3.
{"formula": "C25H26N2O2", "method": "the ωB97M-V functional and the def2-TZVPD basis", "symbols": ["C", "H", "O", "C", "C", "C", "C", "C", "C", "H", "H", "H", "C", "N", "C", "C", "N", "C", "O", "C", "C", "C", "C", "C", "C", "H", "H", "C", "C", "C", "C", "C", "C", "H", "H", "H", "H", "H", "H", "H", "C", "C", "H", "H", "H", "H", "H", "H", "H", "H", "H", "H", "H", "H", "H"], "xyz": [[-1.1563, -7.0884, -1.1328], [-1.6821, -6.5125, -1.9014], [0.2350, -6.8997, -1.2076], [0.7280, -5.6388, -1.0464], [-0.0431, -4.5135, -0.7933], [0.5584, -3.2679, -0.6525], [1.9335, -3.1488, -0.7638], [2.7064, -4.2741, -1.0074], [2.1149, -5.5105, -1.1489], [2.7000, -6.3951, -1.3438], [3.7787, -4.1812, -1.0935], [2.4025, -2.1809, -0.6661], [-0.3091, -2.0657, -0.3862], [-1.4372, -2.0422, -1.3075], [-2.4814, -1.1184, -0.9340], [-2.0226, 0.3590, -0.9846], [-1.0151, 0.5061, -2.0124], [0.1342, 1.2102, -1.8759], [1.0347, 1.1569, -2.6946], [0.2298, 2.0896, -0.6698], [1.2827, 1.9180, 0.2210], [1.4273, 2.7646, 1.3028], [0.5336, 3.8131, 1.5094], [-0.5089, 3.9910, 0.6017], [-0.6607, 3.1402, -0.4752], [-1.4629, 3.2998, -1.1812], [-1.1916, 4.8181, 0.7308], [0.6917, 4.7225, 2.6541], [-0.4164, 5.1405, 3.3873], [-0.2665, 5.9973, 4.4619], [0.9911, 6.4552, 4.8172], [2.0993, 6.0480, 4.0933], [1.9524, 5.1862, 3.0225], [2.8179, 4.8858, 2.4501], [3.0822, 6.4058, 4.3635], [1.1070, 7.1272, 5.6547], [-1.1342, 6.3088, 5.0253], [-1.3984, 4.7745, 3.1239], [2.2347, 2.6064, 2.0026], [1.9874, 1.1153, 0.0593], [-1.1841, -0.3758, -3.1474], [-1.0541, -1.8468, -2.7004], [-0.0278, -2.1930, -2.8242], [-1.7018, -2.4724, -3.3254], [-2.1714, -0.1876, -3.5826], [-0.4163, -0.1240, -3.8795], [-2.8831, 1.0073, -1.1972], [-1.5992, 0.6570, -0.0232], [-2.8300, -1.3582, 0.0730], [-3.3131, -1.2765, -1.6263], [-0.7217, -2.1408, 0.6264], [0.3083, -1.1562, -0.4319], [-1.1167, -4.5668, -0.7136], [-1.3195, -8.1514, -1.3040], [-1.5468, -6.8170, -0.1465]], "homo_lumo_gap_ev": 8.987, "relative_energy_ev": 0.5617, "smiles": "COc1cccc(CN2CCN(C(=O)c3ccc(-c4ccccc4)cc3)CC2)c1", "e_lumo_ev": 0.5874}

---

4.
{"formula": "H4N2", "method": "the ωB97M-V functional and the def2-TZVPD basis", "symbols": ["H", "H", "H", "H", "N", "N"], "xyz": [[1.2126, 0.6208, -0.5753], [1.1646, -0.1274, 0.8717], [-1.0907, -0.7182, -0.5601], [-1.2480, 0.7885, 0.1466], [0.6634, -0.3275, -0.0187], [-0.7019, -0.2362, 0.1359]], "homo_lumo_gap_ev": 10.554, "relative_energy_ev": 1.3131, "smiles": "NN", "e_lumo_ev": 1.1802}

---

Q: Which formula does entry 1 have?
A: C3H6N

---

What did the fourth record say?
{"formula": "H4N2", "method": "the ωB97M-V functional and the def2-TZVPD basis", "symbols": ["H", "H", "H", "H", "N", "N"], "xyz": [[1.2126, 0.6208, -0.5753], [1.1646, -0.1274, 0.8717], [-1.0907, -0.7182, -0.5601], [-1.2480, 0.7885, 0.1466], [0.6634, -0.3275, -0.0187], [-0.7019, -0.2362, 0.1359]], "homo_lumo_gap_ev": 10.554, "relative_energy_ev": 1.3131, "smiles": "NN", "e_lumo_ev": 1.1802}